1.
Formula: C3H2ClNS2
Source: OMol25
Level of theory: ωB97M-V/def2-TZVPD

Results
E_HOMO (spin up / spin down) (eV): -7.7 / -8.2
Net charge: 0
Molecular weight (g/mol): 151.64
LUMO (spin up / spin down) (eV): -3.22 / -3.18
Frontier orbital gap (spin up / spin down) (eV): 4.51 / 5.04

Geometry (Å):
C: -1.49596 0.72448 0.38647
C: -1.94126 1.63708 -0.79198
C: -0.50672 1.06254 1.22607
N: -2.97058 2.38654 -0.75098
S: -2.40966 -0.66197 0.45169
S: -4.22058 2.63883 -0.01990
Cl: -0.73182 1.68948 -2.01247
H: -0.25041 0.38916 1.90709
H: -0.02045 1.96740 1.12378

---

2.
Formula: C19H18AgN2O5S2
Source: OMol25
Level of theory: ωB97M-V/def2-TZVPD

Results
E_HOMO (eV): -4.6
Net charge: -1
Molecular weight (g/mol): 526.36
LUMO (eV): 2.34
Frontier orbital gap (eV): 6.95

Geometry (Å):
Ag: -0.25541 0.12801 -0.09416
O: 3.62309 4.36321 0.20144
C: 4.40629 3.27431 0.13204
C: 5.79079 3.45161 0.12974
C: 6.64379 2.36971 0.04234
C: 6.13669 1.08121 -0.03866
C: 4.77069 0.89481 -0.02116
C: 3.89039 1.97091 0.06194
C: 2.43479 1.66001 0.05594
O: 2.07459 0.46761 0.03654
N: 1.63099 2.72881 0.06204
N: 0.31519 2.41711 0.08814
C: -0.56451 3.32241 0.04024
S: -0.25011 5.08331 -0.15476
C: -1.97781 5.55671 0.20454
C: -2.87691 4.49881 -0.39046
S: -2.24991 2.88421 0.21504
H: 2.67949 4.03721 0.15764
H: 6.17819 4.45951 0.18894
H: 7.71389 2.52741 0.03964
H: 6.80099 0.23101 -0.11786
H: 4.33139 -0.09049 -0.07576
H: -2.15351 6.53981 -0.22906
H: -2.09431 5.60931 1.28854
H: -2.83671 4.50391 -1.48146
H: -3.90791 4.58981 -0.05256
C: -0.36571 -7.01429 0.08054
O: -1.71181 -6.62949 0.15854
C: -1.98081 -5.27969 0.08964
C: -3.34411 -4.93829 0.03034
C: -3.70681 -3.62349 -0.07736
C: -2.77071 -2.58089 -0.18826
C: -3.15071 -1.20089 -0.32636
C: -4.53651 -0.75629 0.12784
O: -2.40251 -0.31299 -0.76246
C: -1.36691 -2.91989 -0.14506
O: -0.41871 -2.09809 -0.27436
C: -1.03551 -4.29549 0.05744
H: -0.36131 -8.10429 0.06484
H: 0.20369 -6.66299 0.94764
H: 0.10149 -6.63309 -0.83396
H: -4.07381 -5.73239 0.05704
H: -4.76391 -3.40529 -0.14416
H: -5.21961 -1.58249 0.28164
H: -4.94301 -0.07189 -0.61436
H: -4.42791 -0.21559 1.06654
H: 0.02099 -4.50269 0.11564

---

3.
Formula: C13H38ClF3O10
Source: OMol25
Level of theory: ωB97M-V/def2-TZVPD

Results
E_HOMO (eV): -10.0
Net charge: 0
Molecular weight (g/mol): 446.88
SMILES string: O=CO[C@H](Cl)CCC(F)(F)F.CO.CO.CO.CO.CO.CO.CO.CO
LUMO (eV): 0.45
Frontier orbital gap (eV): 10.49

Geometry (Å):
O: -0.55126 -0.50461 0.56897
C: -0.47415 0.24095 -0.41299
O: -0.41763 1.66182 -0.18665
C: -1.74637 2.14624 -0.57234
Cl: -1.64935 3.90952 -1.05053
C: -2.82855 1.92137 0.59928
C: -3.87799 0.76268 0.29408
C: -5.10905 1.21869 -0.61935
F: -6.26915 1.53335 0.14265
F: -4.79384 2.22619 -1.53698
F: -5.49020 0.06205 -1.37520
H: -0.47594 -0.09162 -1.50240
H: -2.04328 1.53612 -1.48442
H: -3.31154 2.92288 0.88260
H: -2.21539 1.60037 1.51931
H: -3.38300 -0.13455 -0.20500
H: -4.33310 0.40249 1.27755
C: 2.76230 -1.14550 -0.01234
O: 2.81361 -1.65713 -1.33915
H: 1.74817 -1.25367 0.36901
H: 3.44905 -1.70710 0.62301
H: 3.03667 -0.08715 -0.01689
H: 3.72026 -1.54889 -1.65047
C: 6.56156 -3.18418 0.70674
O: 6.29375 -1.80752 0.47904
H: 6.47048 -3.72039 -0.23796
H: 7.57692 -3.30228 1.09353
H: 5.83977 -3.58650 1.42211
H: 6.38016 -1.35663 1.32751
C: 6.67947 -3.35069 -3.49326
O: 7.57119 -2.25524 -3.35069
H: 6.89645 -3.86189 -4.43099
H: 6.81667 -4.04728 -2.66188
H: 5.64898 -2.98587 -3.51024
H: 7.35874 -1.82060 -2.51492
C: -2.70919 -1.40280 -3.12080
O: -2.08899 -0.12182 -3.08099
H: -3.42092 -1.47424 -2.29849
H: -3.23888 -1.52664 -4.06784
H: -1.95210 -2.18337 -3.01234
H: -1.46571 -0.08416 -3.81781
C: -6.98047 2.16318 2.97769
O: -5.76151 1.82897 3.62928
H: -6.79332 2.97743 2.27869
H: -7.35446 1.29553 2.42940
H: -7.71837 2.48409 3.71754
H: -5.95305 1.10800 4.24062
C: -1.78786 -0.76116 4.41094
O: -0.70965 -0.16462 3.70688
H: -2.00725 -0.15930 5.29287
H: -2.67301 -0.79806 3.76966
H: -1.51212 -1.77209 4.72317
H: -0.53535 -0.71547 2.93122
C: 2.21392 -3.07160 2.93212
O: 3.10321 -1.97395 3.07066
H: 2.43202 -3.58710 1.99672
H: 2.35164 -3.76279 3.76768
H: 1.18313 -2.70803 2.91354
H: 2.88770 -1.53744 3.90385
C: 0.42575 6.53572 -3.89001
O: 0.33199 5.12548 -3.75715
H: 1.11373 6.76655 -4.70327
H: -0.55845 6.95192 -4.12104
H: 0.80569 6.97033 -2.96167
H: -0.28102 4.94693 -3.03296